{
  "formula": "CH6O2P2",
  "method": "ωB97M-V/def2-TZVPD",
  "smiles": "O[PH]#[PH2].C=O",
  "de_lowest_kcal_mol": 19.3,
  "e_homo_ev": -8.52,
  "orbital_gap_ha": 0.3307,
  "total_energy_ev": -23804.8016,
  "lumo_energy_ha": 0.0176,
  "symbols": ["P", "P", "O", "O", "C", "H", "H", "H", "H", "H", "H"],
  "coordinates": [[-0.76626, -0.60737, 0.64435], [-2.00113, 0.94199, -0.26402], [-1.05396, -1.78815, -0.48746], [1.36370, 0.21531, -0.97057], [2.21925, 0.31328, -0.14838], [-1.83155, -1.01417, 1.40177], [-0.99860, 1.57903, -0.94613], [2.51175, -0.37329, 0.72266], [2.86033, 1.12537, -0.26435], [-0.23626, -2.03944, -0.77071], [-2.06727, 1.64745, 1.08283]],
  "nbo_charge": [0.603, -0.022, -0.965, -0.515, 0.304, -0.085, -0.014, 0.116, 0.104, 0.476, -0.003]
}



{
  "formula": "CH6O2Si",
  "method": "ωB97M-V/def2-TZVPD",
  "smiles": "C[Si](=O)O.[H][H]",
  "de_lowest_kcal_mol": 46.3,
  "e_homo_ev": -10.17,
  "orbital_gap_ha": 0.3692,
  "total_energy_ev": -13107.0633,
  "lumo_energy_ha": -0.0044,
  "symbols": ["Si", "O", "O", "C", "H", "H", "H", "H", "H", "H"],
  "coordinates": [[0.32863, -0.27164, 0.65688], [0.86397, -1.19566, -0.47331], [0.99391, 1.02096, 1.07252], [-1.63611, -0.49545, 0.77183], [-1.85984, 0.30882, 0.00550], [1.52007, -1.12808, -1.20947], [2.18177, 1.82651, -1.37411], [-2.08851, -0.32487, 1.78357], [-1.87553, -1.46867, 0.38277], [1.57164, 1.72807, -1.61617]],
  "nbo_charge": [2.138, -1.146, -1.191, -1.095, 0.253, 0.548, 0.018, 0.257, 0.236, -0.019]
}



{
  "formula": "CH6O3",
  "method": "ωB97M-V/def2-TZVPD",
  "smiles": "C=O.O.O",
  "de_lowest_kcal_mol": 7.1,
  "e_homo_ev": -10.33,
  "orbital_gap_ha": 0.4003,
  "total_energy_ev": -7275.6707,
  "lumo_energy_ha": 0.0207,
  "symbols": ["O", "O", "O", "C", "H", "H", "H", "H", "H", "H"],
  "coordinates": [[-0.04316, 0.67985, 0.23822], [0.93799, -4.01351, 1.88353], [-1.28374, 3.91651, -2.47006], [0.57109, -0.32449, 0.42363], [-1.84847, 3.17092, -2.39158], [1.59571, -0.39599, 0.04188], [-1.09410, 4.14701, -1.55024], [0.79657, -4.91287, 1.51902], [0.16574, -1.14129, 1.02600], [0.04880, -3.66156, 1.83521]],
  "nbo_charge": [-0.498, -0.931, -0.933, 0.283, 0.465, 0.112, 0.468, 0.469, 0.103, 0.462]
}